Below is a molecular structure, C34H55ClN3OP2Pd at a distorted geometry, with properties calculated with the ωB97M-V functional and the def2-TZVPD basis.

Structure (XYZ):
```
97
Properties=species:S:1:pos:R:3
C -0.62959 -2.25595 -1.40607
C 1.61081 -2.27075 -0.53477
C -0.47169 -3.49915 -2.01017
C 1.77661 -3.58095 -1.11377
C 0.76611 -4.17375 -1.83687
H -1.28989 -3.93935 -2.58587
H 2.73911 -4.08265 -0.97567
H 0.91631 -5.16415 -2.28127
N 0.35401 -1.65425 -0.67547
P -2.31739 -0.58255 0.04843
P 2.45401 0.12135 0.46813
C -1.93259 -1.49775 -1.54117
H -1.80709 -0.71315 -2.30717
H -2.74479 -2.16525 -1.87547
C -0.23489 1.83675 1.48053
O -0.33189 2.84995 2.07143
C 2.65361 -1.60865 0.12563
H 3.63621 -2.09255 0.14203
C 3.30351 1.04515 -1.01137
C 3.47901 0.51945 2.04123
C -3.69449 0.71435 -0.40257
C -3.04519 -1.96025 1.16563
C 2.89031 2.52975 -1.01997
H 3.37961 3.09465 -0.21277
H 3.19351 2.99485 -1.97747
H 1.80291 2.64875 -0.89637
C 4.83881 0.93635 -1.04267
H 5.32291 1.50815 -0.23457
H 5.16911 -0.11505 -0.98267
H 5.20811 1.34665 -2.00287
C 2.78111 0.32415 -2.27447
H 3.07251 0.90425 -3.17177
H 3.22181 -0.68215 -2.35597
H 1.68811 0.20195 -2.26937
C 3.71351 2.03655 2.17163
H 2.76501 2.59615 2.09663
H 4.15131 2.24715 3.16543
H 4.41511 2.42375 1.41543
C 2.68611 0.05755 3.27463
H 1.75851 0.63635 3.40113
H 2.43471 -1.01245 3.21533
H 3.31151 0.21515 4.17383
C 4.81651 -0.25085 2.04923
H 5.47481 0.00645 1.20803
H 5.35701 -0.01115 2.98473
H 4.63801 -1.33895 2.03563
C -3.31659 -1.35405 2.55823
H -3.69669 -2.14625 3.22983
H -2.40309 -0.94035 3.00793
H -4.07709 -0.55585 2.51923
C -1.98279 -3.08265 1.26283
H -1.96149 -3.68755 0.34223
H -0.96639 -2.71105 1.44233
H -2.25839 -3.74555 2.10353
C -4.32589 -2.62895 0.61603
H -4.47009 -3.58495 1.15233
H -5.23039 -2.02765 0.77373
H -4.24239 -2.86955 -0.45837
C -3.69689 0.95715 -1.92387
H -4.03919 0.07065 -2.48387
H -4.39199 1.78745 -2.15147
H -2.70119 1.23915 -2.29237
C -3.30499 2.01935 0.32173
H -2.32599 2.39015 -0.01817
H -4.06899 2.79315 0.11683
H -3.24099 1.87635 1.41343
C -5.13779 0.34725 -0.00877
H -5.51849 -0.51305 -0.57997
H -5.24819 0.14005 1.06653
H -5.78419 1.21365 -0.24477
Pd -0.01689 0.19295 0.49953
N -0.20419 1.26965 -1.31707
C -0.28969 1.91265 -2.29377
C -0.40469 2.70985 -3.53027
C 0.70721 2.28625 -4.52297
C -1.79799 2.43645 -4.15487
C -0.24349 4.21105 -3.17637
H 1.70651 2.47445 -4.10067
H 0.62751 1.21715 -4.77327
H 0.59731 2.87755 -5.44847
H -2.60889 2.74185 -3.47367
H -1.89149 3.01455 -5.09007
H -1.91859 1.36595 -4.38867
H -0.31609 4.80615 -4.10287
H -1.02879 4.54625 -2.48107
H 0.73921 4.40025 -2.71367
Cl -1.02409 0.08355 6.17833
C -0.36229 -0.77605 4.79863
C 0.17851 -2.03835 4.96583
C 0.69711 -2.69715 3.86683
C 0.66901 -2.08145 2.60863
N 0.09671 -0.82965 2.39183
C -0.39229 -0.19265 3.52553
H 0.20311 -2.50375 5.94293
H 1.13631 -3.67955 3.98293
H 1.10621 -2.65145 1.81903
H -0.85589 0.77315 3.48623
```

Properties
LUMO (alpha / beta) ... -0.099 / -0.101 Ha
Multiplicity ... 3
Strongest force on any atom ... 6.98 eV Å⁻¹
Energy relative to the best compared isomer or geometry (same formula, charge and spin) ... 0.519 eV
Gap between HOMO and LUMO (alpha / beta) ... 6.242 / 6.235 eV
Total charge ... +1
Highest occupied orbital energy (alpha / beta) ... -8.9 / -9.0 eV

***

Below is 2 unconnected molecules or ions with the total composition C3H6F2N2 at a distorted geometry, with properties calculated with the ωB97M-V functional and the def2-TZVPD basis.

Structure (XYZ):
```
13
Properties=species:S:1:pos:R:3
C 1.16017 -0.32728 0.35950
C 0.42612 1.05243 0.09621
C -0.98509 -0.60102 -0.36572
N 0.12798 -1.30041 0.10374
N -0.93596 0.71679 0.16593
F -2.06568 -1.31496 -0.20122
F -1.89251 1.68021 -0.10611
H 1.92962 -0.44849 -0.32514
H 1.56690 -0.24305 1.37487
H 0.66661 1.69846 0.89005
H 0.76970 1.63667 -0.76373
H -0.66006 -0.72088 -2.21070
H -0.10782 -1.82848 0.98234
```

Properties
LUMO ... 0.030 Ha
Strongest force on any atom ... 3.78 eV Å⁻¹
Energy relative to the best compared isomer or geometry (same formula, charge and spin) ... 5.617 eV
Gap between HOMO and LUMO ... 9.470 eV
Highest occupied orbital energy ... -8.7 eV

***

> Which of these has the highest energy relative to the best compared isomer or geometry (same formula, charge and spin)?

C3H6F2N2

***

> Which value of energy relative to the best compared isomer or geometry (same formula, charge and spin) does entry 1 give?

0.519 eV